[1]
The following is a quantum chemistry calculation of 6 unconnected molecules or ions with the total composition C6H11Cl13 in a non-equilibrium geometry, from OMol25.

Values from the calculation:
- Energy: -6217.6507 a.u.
- Largest force on an atom: 1.72 eV/Å
- HOMO energy: -11.0 eV
- Multiplicity: 1
- Kohn-Sham gap: 11.000 eV
- Charge: 0
- SMILES string: ClC(Cl)Cl.ClCCl.ClCCl.ClCCl.ClCCl.ClCCl
- Energy above the lowest of the compared OMol25 structures with the same formula, charge and spin: 28.59 kcal/mol

The geometry in XYZ format:
```
30
Properties=species:S:1:pos:R:3:forces:R:3
Cl -0.191 -2.249 4.694 0.8198 -0.2132 0.9774
C 0.344 -2.755 6.379 -1.5675 0.4920 -0.5025
Cl 1.559 -3.989 6.371 0.1516 0.0677 -0.1094
Cl -1.152 -3.296 7.189 0.2557 -0.1657 0.1235
H 0.637 -1.873 6.949 0.3408 -0.1799 -0.4944
Cl 4.941 -5.066 -0.186 0.5712 -0.1237 -0.2686
C 6.691 -5.432 -0.379 -0.4076 0.0848 -0.5486
Cl 7.361 -5.973 1.161 0.1851 0.1701 -0.3235
H 6.833 -6.191 -1.148 -0.3461 -0.2777 0.4234
H 7.179 -4.551 -0.797 -0.0069 0.1500 0.7176
Cl -2.470 -6.381 0.210 0.2001 0.3168 0.2234
C -2.201 -5.542 -1.324 -0.1961 -0.7122 -0.3935
Cl -3.642 -5.709 -2.332 -0.3530 0.2204 -0.2794
H -2.000 -4.477 -1.203 0.1510 -0.3678 0.1964
H -1.444 -6.117 -1.858 0.2014 0.5440 0.2519
Cl -5.049 3.235 -1.170 -0.4213 0.3934 -0.1075
C -5.780 4.814 -0.817 -0.2514 0.4583 0.4166
Cl -7.245 4.716 0.245 0.8203 -0.0787 -0.3615
H -5.002 5.406 -0.334 -0.3292 -0.1519 0.2307
H -6.121 5.369 -1.691 0.1902 -0.6177 -0.1820
Cl 1.881 -0.317 -2.425 -0.4621 -0.2202 0.5316
C 1.465 0.524 -0.884 0.0536 -0.6185 -0.6212
Cl 2.057 2.179 -1.096 -0.2421 -0.1817 0.7826
H 0.395 0.476 -0.684 0.0291 0.4200 -0.5844
H 1.902 -0.063 -0.076 0.6199 0.5978 -0.1024
Cl -1.226 7.698 -3.950 1.1374 0.1748 0.5066
C 0.010 8.620 -2.938 -1.0381 0.3133 -1.3024
Cl -0.910 9.627 -1.850 -0.0313 0.1148 0.9646
H 0.723 7.952 -2.456 -0.3975 0.0775 -0.0402
H 0.456 9.365 -3.598 0.3232 -0.6869 -0.1248
```
Forces are in eV/Å.

These are the natural (NBO) partial charges, in e, on atoms 1 to 8: -0.03 -0.27 0.06 0.00 0.23 -0.04 -0.39 -0.01



[2]
The following is a quantum chemistry calculation of a gas-phase ion, C6H11ClN (charge +1) in a non-equilibrium geometry, from OMol25.

Values from the calculation:
- Energy: -749.8372 a.u.
- Largest force on an atom: 1.16 eV/Å
- HOMO energy: -14.6 eV
- Multiplicity: 1
- Kohn-Sham gap: 11.199 eV
- Charge: +1
- SMILES string: C#CC[NH2+]C[C@@H](C)Cl
- Energy above the lowest of the compared OMol25 structures with the same formula, charge and spin: 24.67 kcal/mol

The geometry in XYZ format:
```
19
Properties=species:S:1:pos:R:3:forces:R:3
C -3.584 0.945 -1.094 0.4299 -0.0504 -0.4900
C -2.643 0.399 -0.594 -0.1627 -0.0103 0.1163
C -1.467 -0.266 -0.055 -0.4215 0.0564 -0.3595
N -0.614 0.743 0.686 0.2030 0.2459 -0.1579
C 0.814 0.845 0.239 0.8954 -0.5421 0.4970
C 1.649 -0.388 0.671 -0.1188 0.1168 -0.2786
C 1.915 -1.352 -0.478 0.0521 -0.1294 0.4122
Cl 3.218 0.190 1.300 -0.0731 0.0399 0.0273
H -4.280 1.410 -1.757 -0.2796 0.0522 0.3453
H -1.745 -1.101 0.582 0.2109 0.0411 0.1972
H -0.877 -0.630 -0.892 0.1102 -0.1222 0.0941
H -1.048 1.657 0.539 -0.0621 -0.0084 0.0755
H -0.606 0.584 1.695 -0.2012 -0.1146 -0.0090
H 0.875 0.935 -0.841 -0.3316 0.3012 -0.0470
H 1.235 1.715 0.737 -0.1581 0.1895 -0.1785
H 1.172 -0.888 1.515 -0.0609 -0.0617 -0.0151
H 2.433 -2.225 -0.085 0.0543 -0.0325 -0.1111
H 0.996 -1.699 -0.950 -0.0341 0.0348 -0.0249
H 2.555 -0.873 -1.215 -0.0520 -0.0063 -0.0932
```
Forces are in eV/Å.

These are the natural (NBO) partial charges, in e, on atoms 1 to 8: -0.07 -0.14 -0.29 -0.49 -0.25 -0.21 -0.63 0.00



[3]
The following is a quantum chemistry calculation of a molecular structure, C6H11ClN4O2 in a non-equilibrium geometry, from OMol25.

Values from the calculation:
- Energy: -1064.7515 a.u.
- Largest force on an atom: 1.30 eV/Å
- HOMO energy: -7.8 eV
- Multiplicity: 1
- Kohn-Sham gap: 7.721 eV
- Charge: 0
- Energy above the lowest of the compared OMol25 structures with the same formula, charge and spin: 0.00 kcal/mol

The geometry in XYZ format:
```
24
Properties=species:S:1:pos:R:3:forces:R:3
C -0.640 0.526 -3.665 0.0567 -0.0296 0.3942
C -0.810 -0.645 -2.691 -0.2627 0.0367 -0.6894
N -1.659 -0.253 -1.553 0.1054 0.1048 -0.0827
N -0.999 -0.234 -0.327 0.1340 0.3264 -0.5277
C -1.298 -0.899 0.787 0.0169 -0.3295 0.3411
N -0.436 -0.565 1.734 0.3155 0.0492 -1.2172
C 0.423 0.344 1.213 0.4804 0.4366 -0.5771
C 1.524 0.975 2.010 -0.0183 -0.5545 -0.3804
O 1.584 0.309 3.253 0.8635 0.9647 -0.0881
N 2.790 -0.509 3.313 0.2762 -0.1198 -0.1050
O 3.663 0.057 3.815 -0.1195 -0.0435 0.1075
C 0.095 0.573 -0.093 -0.0919 -0.2792 0.7979
H 0.166 1.188 -3.342 -0.0283 0.0328 -0.0794
H -1.565 1.103 -3.661 0.0261 0.0044 -0.1812
H -0.431 0.179 -4.676 0.0571 0.0148 0.0328
H 0.156 -1.030 -2.364 -0.0762 -0.0159 0.2058
H -1.308 -1.455 -3.229 -0.0192 -0.0605 0.1546
H -2.516 -0.781 -1.495 0.0798 -0.0986 0.2627
H -2.112 -1.591 0.919 -0.0069 0.0177 -0.1408
H -0.396 -0.853 2.808 -0.5534 0.2733 0.8414
H 2.476 0.881 1.475 -0.0535 -0.0286 -0.0910
H 1.341 2.049 2.084 -0.0470 -0.0442 0.5705
H 0.581 1.231 -0.790 -0.3495 -0.0884 -0.3007
Cl -0.630 -0.599 4.475 -0.7852 -0.5691 0.7522
```
Forces are in eV/Å.

These are the natural (NBO) partial charges, in e, on atoms 1 to 8: -0.61 -0.24 -0.43 -0.14 0.20 -0.46 0.13 -0.12



[4]
The following is a quantum chemistry calculation of a gas-phase ion, C6H11ClNO5 (charge +1) in a non-equilibrium geometry, from OMol25.

Values from the calculation:
- Energy: -1126.0394 a.u.
- Largest force on an atom: 4.60 eV/Å
- HOMO energy: -13.7 eV
- Multiplicity: 1
- Kohn-Sham gap: 9.371 eV
- Charge: +1
- SMILES string: COC(=O)[C@](O)(Cl)[C@@](O)(C=[NH2+])OC

The geometry in XYZ format:
```
24
Properties=species:S:1:pos:R:3:forces:R:3
C 1.844 -2.554 0.712 1.2065 1.1165 2.7594
O 1.405 -1.181 0.638 -0.5899 1.0175 -0.6025
C 1.759 -0.406 -0.384 0.7247 -1.1187 -2.4962
O 2.342 -0.739 -1.394 -0.2109 -0.5327 1.1123
C 1.311 1.015 -0.360 -3.9119 2.3710 0.4595
O 1.513 1.760 -1.496 0.0368 -1.2803 -0.2743
Cl 2.021 1.827 0.978 1.0364 0.6632 1.1244
C -0.413 1.002 0.004 0.9440 0.1237 -0.0290
O -0.523 0.824 1.360 -0.4465 -0.7724 -0.3993
C -1.592 1.959 -0.424 2.7557 0.1907 -1.1970
N -2.490 2.269 0.427 0.0714 -0.0169 -2.3610
O -1.006 0.026 -0.812 0.2931 0.5125 -1.3556
C -1.514 -1.183 -0.317 -3.1444 0.7484 0.9956
H 1.569 -3.244 -0.017 -0.9702 -0.5314 -1.6179
H 1.466 -2.823 1.711 0.1961 -0.3153 -0.5639
H 2.920 -2.492 0.766 0.3548 -0.3269 -0.0396
H 1.911 1.165 -2.163 0.0374 0.1854 0.1357
H 0.037 0.041 1.546 -0.1629 0.4254 0.4817
H -1.748 2.296 -1.515 0.4083 -1.0242 1.8555
H -3.322 2.534 -0.023 -1.5902 0.9404 0.0657
H -2.447 2.250 1.398 0.4354 -0.5966 2.0794
H -2.368 -0.930 0.471 1.8232 -0.9374 -1.3803
H -0.702 -1.728 0.074 0.4449 -1.0106 0.7528
H -1.973 -1.688 -1.183 0.2581 0.1687 0.4946
```
Forces are in eV/Å.

These are the natural (NBO) partial charges, in e, on atoms 1 to 8: -0.26 -0.53 0.74 -0.54 0.14 -0.67 0.05 0.47



[5]
The following is a quantum chemistry calculation of C6H11ClS in the gas phase in a non-equilibrium geometry, from OMol25.

Values from the calculation:
- Energy: -1093.4358 a.u.
- Largest force on an atom: 5.10 eV/Å
- HOMO energy: -8.9 eV
- Multiplicity: 1
- Kohn-Sham gap: 9.620 eV
- Charge: 0
- SMILES string: CC/C=C(\CCl)SC
- Energy above the lowest of the compared OMol25 structures with the same formula, charge and spin: 87.78 kcal/mol

The geometry in XYZ format:
```
19
Properties=species:S:1:pos:R:3:forces:R:3
C 2.504 -0.224 0.143 1.0106 -4.6270 -0.0578
C 1.537 -1.116 -0.713 1.1783 2.1398 -1.1904
C 0.081 -0.721 -0.830 -1.7286 -1.4935 -2.7247
C -0.814 0.180 -0.435 2.1037 2.0901 1.8082
C -0.033 1.201 0.456 1.4394 0.4987 2.3811
Cl 0.491 2.650 -0.614 -0.6801 -0.6145 0.7574
S -2.553 0.454 -1.002 1.8541 -0.2091 0.9058
C -3.261 -0.024 0.606 -0.5417 0.9950 2.2717
H 2.582 0.791 0.018 0.0139 2.3831 -1.0023
H 3.525 -0.665 -0.073 -0.9153 0.5139 0.6353
H 2.203 -0.431 1.164 0.7133 -0.0527 0.5203
H 1.953 -0.990 -1.804 -0.8962 -0.8463 1.8416
H 1.657 -2.157 -0.330 -0.2470 0.7069 -0.6681
H -0.366 -1.225 -1.690 0.1219 -0.9505 0.1937
H -0.516 1.615 1.500 1.0017 -0.8409 -2.9145
H 1.136 0.771 0.720 -4.8702 1.4560 -0.3583
H -4.334 0.642 0.805 2.8665 -2.6329 -0.8219
H -2.539 0.501 1.481 -1.8923 -1.9279 -2.2831
H -3.252 -1.252 0.598 -0.5321 3.4119 0.7061
```
Forces are in eV/Å.

These are the natural (NBO) partial charges, in e, on atoms 1 to 8: -0.64 -0.43 -0.17 -0.19 -0.42 -0.13 0.24 -0.80



[6]
The following is a quantum chemistry calculation of C6H11ClS in the gas phase in a non-equilibrium geometry, from OMol25.

Values from the calculation:
- Energy: -1093.5520 a.u.
- Largest force on an atom: 2.83 eV/Å
- HOMO energy: -8.8 eV
- Multiplicity: 1
- Kohn-Sham gap: 8.528 eV
- Charge: 0
- SMILES string: C[C@H](Cl)C[C@@H](C)C=S
- Energy above the lowest of the compared OMol25 structures with the same formula, charge and spin: 14.88 kcal/mol

The geometry in XYZ format:
```
19
Properties=species:S:1:pos:R:3:forces:R:3
C -1.119 -2.165 -0.115 -1.6578 1.2632 0.1944
C -1.498 -0.787 0.541 0.9816 -0.0306 -2.0347
Cl -2.589 0.079 -0.590 -0.8546 0.0931 -0.6869
C -0.346 0.234 0.736 -1.0939 0.6159 2.5378
C 0.562 0.725 -0.355 -1.0626 2.0654 -0.2638
C 1.257 2.089 0.070 -2.4804 0.4141 0.7545
C 1.611 -0.127 -0.866 1.0794 -2.5676 0.2207
S 2.171 -1.494 -0.139 -0.1493 1.1561 -0.6361
H -2.119 -2.664 -0.271 1.2529 0.0534 0.1979
H -0.655 -2.007 -1.113 -0.1041 -0.2218 0.8618
H -0.484 -2.666 0.615 0.0299 -0.3687 -0.4189
H -2.160 -0.939 1.392 0.6949 0.0979 0.3836
H -0.867 1.193 1.120 0.8460 -1.5726 -0.2726
H 0.280 -0.172 1.535 0.0435 0.1949 0.2186
H -0.087 1.032 -1.210 0.4532 -0.2026 0.2977
H 0.474 2.854 0.283 -0.0181 -0.6897 -0.2328
H 1.714 2.500 -0.777 1.3542 0.4459 -1.0717
H 1.838 2.171 0.983 0.5408 -0.9038 -0.1600
H 2.018 0.145 -1.839 0.1445 0.1575 0.1105
```
Forces are in eV/Å.

These are the natural (NBO) partial charges, in e, on atoms 1 to 8: -0.63 -0.15 -0.11 -0.42 -0.35 -0.59 -0.20 0.01



[7]
The following is a quantum chemistry calculation of C6H11F2NO2 in the gas phase in a non-equilibrium geometry, from OMol25.

Values from the calculation:
- Energy: -640.1558 a.u.
- Largest force on an atom: 2.52 eV/Å
- HOMO energy: -9.0 eV
- Multiplicity: 1
- Kohn-Sham gap: 9.760 eV
- Charge: 0
- SMILES string: O[C@@H]1[C@@H](O)CNC[C@H]1C(F)F
- Energy above the lowest of the compared OMol25 structures with the same formula, charge and spin: 23.23 kcal/mol

The geometry in XYZ format:
```
22
Properties=species:S:1:pos:R:3:forces:R:3
O -1.549 -0.568 1.616 -1.6264 -1.0881 0.8226
C -0.378 -0.075 1.075 0.3368 -0.1496 -1.4450
C -0.658 1.320 0.567 0.6550 1.2416 -1.0700
O 0.519 2.150 0.692 -0.2243 -0.3390 -1.7243
C -1.021 1.385 -0.950 -1.4169 -0.3971 0.8913
N 0.009 0.777 -1.750 -0.9824 -1.3001 0.4462
C 0.832 -0.239 -1.162 1.4401 -0.2898 0.3417
C 0.097 -0.993 -0.101 0.0049 0.1558 1.4916
C 0.915 -2.128 0.482 1.1454 -0.4457 -1.3178
F 2.056 -1.593 1.042 -0.0508 -0.0518 0.0571
F 0.284 -2.795 1.459 -0.5172 -0.1137 0.5242
H -1.602 -0.621 2.586 0.5559 0.1772 -0.7278
H 0.416 0.010 1.786 0.5777 0.0009 0.5712
H -1.466 1.688 1.188 -0.1228 0.4527 0.0009
H 0.757 2.190 -0.280 0.3998 0.4181 1.8258
H -1.971 0.822 -1.074 0.3150 0.3178 -0.0388
H -1.233 2.431 -1.254 0.2951 -0.5834 0.1851
H 0.592 1.265 -2.340 0.5824 1.9963 -1.4299
H 1.110 -0.988 -1.930 0.1959 0.4761 0.1838
H 1.736 0.240 -0.741 0.0528 -0.5776 -0.1094
H -0.722 -1.371 -0.667 -1.1990 -0.6729 0.2093
H 1.278 -2.905 -0.244 -0.4170 0.7723 0.3122
```
Forces are in eV/Å.

These are the natural (NBO) partial charges, in e, on atoms 1 to 8: -0.73 0.07 0.06 -0.72 -0.26 -0.65 -0.21 -0.32



[8]
The following is a quantum chemistry calculation of a molecular structure, C6H11F2NO2 in a non-equilibrium geometry, from OMol25.

Values from the calculation:
- Energy: -639.9294 a.u.
- Largest force on an atom: 6.17 eV/Å
- HOMO energy: -9.4 eV
- Multiplicity: 1
- Kohn-Sham gap: 9.027 eV
- Charge: 0
- Energy above the lowest of the compared OMol25 structures with the same formula, charge and spin: 165.30 kcal/mol

The geometry in XYZ format:
```
22
Properties=species:S:1:pos:R:3:forces:R:3
C -1.684 0.007 0.010 0.7565 -0.7081 1.1202
C -1.233 1.440 -0.395 -3.6698 3.2203 -1.4628
C 0.977 1.125 0.567 -4.4089 -1.7025 2.9118
C 0.798 -0.225 -0.423 2.4169 3.9175 -0.7779
C 2.000 -1.103 -0.084 1.5307 0.8333 -0.6961
C -0.520 -1.034 -0.430 -0.7671 2.2420 0.2189
H -0.578 0.467 1.550 -5.5925 -1.6935 0.3643
H -2.691 -0.435 -0.186 0.7847 0.9063 -1.0097
H -0.832 1.441 -1.392 0.8591 -0.1412 -0.2983
H -2.225 2.169 -0.726 2.4940 -1.8859 1.7668
H -0.711 2.389 1.579 1.5658 -1.1899 -3.7337
H 1.910 1.669 0.655 0.1989 -0.3529 -0.5857
H 0.770 0.584 1.614 1.5454 1.1055 -1.4511
H 1.029 0.274 -1.441 -0.4220 -1.4074 1.2025
H 3.046 -0.744 -0.400 -1.5245 0.2549 0.8943
H -0.340 -1.760 0.281 -0.3821 -1.2781 2.1841
H -0.836 -3.094 -1.501 0.3804 6.1521 -0.1957
N -0.260 2.186 0.526 -0.5013 -2.3001 0.5271
O -1.735 0.099 1.423 5.4836 0.7655 1.0056
O -0.782 -1.697 -1.627 -0.3906 -5.1341 -0.7870
F 2.068 -1.568 1.202 -0.2690 0.7977 0.2735
F 1.829 -2.191 -0.805 -0.0881 -2.4015 -1.4711
```
Forces are in eV/Å.

These are the natural (NBO) partial charges, in e, on atoms 1 to 8: 0.04 -0.27 -0.23 -0.31 0.56 0.06 0.45 0.22



Which value of HOMO energy does entry 2 give?
-14.6 eV



Which value of largest force on an atom does entry 6 give?
2.83 eV/Å